1.
{"formula": "C47H46Br3N9O2", "method": "ωB97M-V with the def2-TZVPD basis set", "orbital_gap_ev": 8.42, "lumo_ev": -0.50, "total_charge": 0, "e_tot_ev": -277109.624, "homo_ha": -0.328, "species": ["C", "Br", "Br", "Br", "H", "C", "C", "C", "C", "C", "C", "N", "O", "O", "H", "H", "H", "H", "H", "N", "C", "C", "C", "C", "C", "H", "H", "H", "H", "H", "N", "C", "C", "C", "C", "C", "H", "H", "H", "H", "H", "N", "C", "C", "C", "C", "C", "H", "H", "H", "H", "H", "N", "C", "C", "C", "C", "C", "H", "H", "H", "H", "H", "N", "C", "C", "C", "C", "C", "H", "H", "H", "H", "H", "N", "C", "C", "C", "C", "C", "H", "H", "H", "H", "H", "N", "C", "C", "C", "C", "C", "H", "H", "H", "H", "H", "N", "C", "C", "C", "C", "C", "H", "H", "H", "H", "H"], "positions_angstrom": [[-27.650, -28.834, 11.706], [-27.199, -27.110, 12.411], [-28.398, -29.913, 13.222], [-26.257, -29.814, 10.654], [-28.546, -28.704, 11.099], [-35.589, -30.112, 12.531], [-35.830, -28.918, 12.025], [-34.776, -28.056, 11.736], [-33.478, -28.426, 12.042], [-33.223, -29.716, 12.649], [-34.301, -30.472, 12.975], [-32.348, -27.523, 11.727], [-32.665, -26.410, 11.300], [-31.231, -28.004, 11.777], [-36.351, -30.862, 12.683], [-36.835, -28.569, 11.840], [-35.068, -27.046, 11.489], [-32.209, -29.926, 12.957], [-34.176, -31.384, 13.541], [-29.088, -25.045, 7.481], [-28.814, -24.045, 8.408], [-28.193, -22.849, 7.916], [-27.992, -22.799, 6.564], [-28.393, -23.792, 5.712], [-28.878, -24.958, 6.197], [-29.171, -24.001, 9.427], [-28.121, -21.987, 8.563], [-27.874, -21.794, 6.186], [-28.366, -23.585, 4.653], [-29.106, -25.712, 5.459], [-32.015, -24.917, 5.537], [-32.112, -23.802, 6.284], [-33.350, -23.222, 6.580], [-34.511, -23.782, 6.087], [-34.379, -24.993, 5.379], [-33.124, -25.530, 5.032], [-31.110, -23.518, 6.571], [-33.416, -22.252, 7.049], [-35.499, -23.356, 6.183], [-35.313, -25.428, 5.055], [-32.802, -26.257, 4.301], [-29.224, -29.308, 8.411], [-28.680, -29.839, 7.346], [-28.820, -29.338, 6.045], [-29.928, -28.503, 5.880], [-30.559, -27.875, 6.956], [-30.185, -28.345, 8.199], [-28.008, -30.577, 7.760], [-28.320, -29.621, 5.130], [-30.153, -28.268, 4.850], [-31.357, -27.171, 6.770], [-30.532, -28.007, 9.164], [-29.071, -28.011, 0.162], [-29.041, -28.582, 1.380], [-28.349, -27.928, 2.364], [-27.686, -26.719, 2.175], [-27.708, -26.174, 0.859], [-28.440, -26.850, -0.161], [-29.702, -29.411, 1.585], [-28.264, -28.391, 3.337], [-27.214, -26.206, 3.000], [-27.335, -25.177, 0.677], [-28.487, -26.584, -1.207], [-36.524, -26.613, 8.953], [-37.476, -26.971, 8.069], [-37.074, -27.574, 6.853], [-35.659, -27.703, 6.561], [-34.759, -27.345, 7.556], [-35.240, -26.801, 8.720], [-38.434, -26.752, 8.516], [-37.778, -27.981, 6.142], [-35.222, -28.224, 5.722], [-33.732, -27.616, 7.364], [-34.604, -26.357, 9.472], [-32.185, -29.521, 3.336], [-32.514, -28.735, 2.313], [-32.689, -29.261, 1.052], [-32.653, -30.600, 0.781], [-32.440, -31.412, 1.865], [-32.044, -30.833, 3.146], [-32.646, -27.674, 2.463], [-33.059, -28.495, 0.386], [-33.049, -30.992, -0.144], [-32.508, -32.460, 1.611], [-31.911, -31.416, 4.046], [-24.189, -26.776, 5.258], [-23.673, -27.769, 6.012], [-24.338, -28.549, 6.865], [-25.673, -28.162, 7.088], [-26.237, -27.041, 6.431], [-25.414, -26.351, 5.535], [-22.625, -27.743, 5.753], [-23.808, -29.221, 7.525], [-26.277, -28.771, 7.745], [-27.301, -26.876, 6.514], [-25.658, -25.560, 4.841], [-27.319, -32.635, 5.299], [-26.112, -31.946, 5.059], [-25.973, -31.031, 4.036], [-27.037, -30.929, 3.104], [-28.237, -31.538, 3.350], [-28.342, -32.395, 4.423], [-25.212, -32.195, 5.602], [-25.080, -30.456, 3.841], [-27.007, -30.338, 2.201], [-28.977, -31.566, 2.564], [-29.264, -32.895, 4.682]], "lowdin_charge": [-1.53, 0.57, 0.49, 0.54, -0.07, -0.09, -0.09, -0.01, -0.11, 0.01, -0.07, -0.33, 0.06, 0.05, 0.11, 0.12, 0.11, 0.11, 0.11, 0.08, -0.07, -0.06, -0.10, -0.10, -0.24, 0.10, 0.10, 0.11, 0.11, 0.10, 0.05, -0.12, -0.07, -0.07, -0.08, -0.11, 0.08, 0.10, 0.11, 0.09, 0.08, 0.06, -0.19, -0.06, -0.09, -0.07, -0.11, 0.09, 0.06, 0.08, 0.07, 0.08, 0.04, -0.15, -0.10, -0.04, -0.05, -0.12, 0.09, 0.07, 0.08, 0.09, 0.09, 0.04, -0.13, -0.04, -0.07, -0.08, -0.17, 0.10, 0.09, 0.10, 0.09, 0.09, 0.05, -0.16, -0.10, -0.09, -0.05, -0.12, 0.09, 0.11, 0.11, 0.10, 0.10, 0.04, -0.18, -0.08, -0.05, -0.04, -0.16, 0.10, 0.11, 0.05, 0.07, 0.09, 0.07, -0.12, -0.07, -0.09, -0.12, -0.15, 0.10, 0.10, 0.10, 0.09, 0.10]}

2.
{"formula": "C7H12N", "method": "ωB97M-V with the def2-TZVPD basis set", "orbital_gap_ev": [8.55, 7.38], "lumo_ev": [-2.67, -7.99], "total_charge": 1, "spin_multiplicity": 3, "e_tot_ev": -8932.982, "de_lowest_kcal_mol": 0.0, "homo_ha": [-0.412, -0.565], "species": ["C", "C", "C", "C", "C", "C", "C", "N", "H", "H", "H", "H", "H", "H", "H", "H", "H", "H", "H", "H"], "positions_angstrom": [[0.524, -1.925, 0.226], [0.214, -1.793, -1.072], [0.171, -0.730, 0.930], [-0.311, -0.371, -1.259], [0.288, -0.527, 2.467], [0.483, 0.539, -2.172], [-0.787, 1.384, 0.381], [-0.400, 0.128, 0.096], [0.984, -2.789, 0.637], [0.152, -2.410, -1.969], [-1.337, -0.404, -1.689], [1.067, 0.115, 2.792], [0.396, -1.509, 2.942], [-0.692, -0.083, 2.766], [1.220, 0.983, -1.585], [-0.231, 1.307, -2.614], [0.958, -0.048, -2.949], [-0.962, 2.089, -0.448], [-0.093, 1.914, 1.057], [-1.630, 1.366, 1.034]], "lowdin_charge": [0.07, 0.07, -0.19, -0.30, 0.02, -0.01, -0.01, -0.05, 0.14, 0.15, 0.17, 0.07, 0.09, 0.10, 0.07, 0.12, 0.10, 0.13, 0.14, 0.12]}

3.
{"formula": "C36H51F3O30", "method": "ωB97M-V with the def2-TZVPD basis set", "orbital_gap_ev": 10.72, "lumo_ev": -0.04, "total_charge": 0, "e_tot_ev": -107732.938, "homo_ha": -0.396, "species": ["O", "C", "O", "C", "C", "F", "O", "H", "H", "H", "O", "C", "O", "C", "C", "F", "O", "H", "H", "H", "O", "C", "O", "C", "C", "F", "O", "H", "H", "H", "C", "C", "C", "O", "C", "O", "O", "H", "H", "H", "H", "H", "H", "C", "C", "C", "O", "C", "O", "O", "H", "H", "H", "H", "H", "H", "C", "C", "C", "O", "C", "O", "O", "H", "H", "H", "H", "H", "H", "C", "C", "C", "O", "C", "O", "O", "H", "H", "H", "H", "H", "H", "C", "C", "C", "O", "C", "O", "O", "H", "H", "H", "H", "H", "H", "C", "C", "C", "O", "C", "O", "O", "H", "H", "H", "H", "H", "H", "C", "O", "C", "O", "O", "C", "H", "H", "H", "H", "H", "H"], "positions_angstrom": [[-31.752, 50.157, -10.999], [-32.196, 49.573, -9.945], [-32.493, 48.217, -9.843], [-32.735, 47.897, -8.506], [-33.213, 49.226, -8.066], [-32.882, 49.399, -6.800], [-32.457, 50.188, -8.827], [-33.478, 47.101, -8.559], [-31.915, 47.589, -7.857], [-34.298, 49.301, -8.140], [-32.837, 35.881, -11.974], [-33.982, 35.924, -11.585], [-34.498, 34.970, -10.850], [-35.891, 35.007, -10.874], [-36.108, 36.448, -11.300], [-36.466, 37.272, -10.290], [-34.844, 36.861, -11.792], [-36.277, 34.232, -11.536], [-36.282, 34.930, -9.860], [-36.906, 36.448, -12.042], [-36.103, 29.807, -5.508], [-35.845, 29.700, -4.314], [-35.477, 28.525, -3.778], [-35.451, 28.658, -2.424], [-35.837, 30.035, -2.136], [-34.874, 30.778, -1.492], [-36.096, 30.594, -3.346], [-36.160, 27.938, -2.016], [-34.412, 28.488, -2.142], [-36.703, 30.190, -1.492], [-27.539, 50.312, 0.387], [-26.908, 49.558, -0.769], [-27.903, 48.663, -1.668], [-27.583, 49.126, -2.984], [-26.645, 50.127, -2.979], [-26.275, 50.806, -3.912], [-26.314, 50.486, -1.688], [-26.814, 50.979, 0.854], [-27.930, 49.639, 1.150], [-28.316, 50.950, -0.035], [-26.187, 48.862, -0.340], [-28.884, 49.000, -1.333], [-27.696, 47.604, -1.513], [-26.144, 35.179, -0.967], [-27.371, 34.728, -1.797], [-27.331, 34.727, -3.279], [-28.135, 33.651, -3.648], [-28.079, 32.800, -2.626], [-28.459, 31.641, -2.619], [-27.695, 33.417, -1.528], [-25.300, 34.722, -1.483], [-26.067, 34.671, -0.006], [-26.016, 36.255, -0.851], [-28.201, 35.329, -1.427], [-26.369, 34.516, -3.748], [-27.649, 35.677, -3.708], [-30.482, 38.427, 3.091], [-30.038, 39.951, 3.058], [-29.057, 40.482, 4.125], [-28.007, 41.192, 3.515], [-28.091, 40.933, 2.182], [-27.316, 41.434, 1.312], [-29.129, 40.013, 1.905], [-31.127, 38.118, 2.268], [-30.890, 38.100, 4.047], [-29.554, 37.865, 2.997], [-30.832, 40.654, 2.806], [-28.417, 39.716, 4.563], [-29.556, 40.986, 4.952], [-38.302, 41.607, 0.536], [-37.412, 41.119, 1.713], [-37.948, 41.407, 3.091], [-37.920, 40.137, 3.672], [-37.775, 39.175, 2.760], [-37.834, 37.975, 2.929], [-37.541, 39.708, 1.605], [-38.092, 41.064, -0.386], [-38.083, 42.665, 0.394], [-39.385, 41.524, 0.623], [-36.365, 41.379, 1.553], [-38.885, 41.960, 3.031], [-37.309, 42.125, 3.605], [-34.293, 37.721, -3.572], [-33.506, 38.959, -4.014], [-34.032, 39.861, -5.110], [-33.636, 41.154, -4.635], [-33.311, 41.175, -3.403], [-32.979, 42.157, -2.717], [-33.451, 39.922, -2.927], [-33.610, 37.271, -2.852], [-34.267, 36.986, -4.377], [-35.324, 37.843, -3.240], [-32.484, 38.654, -4.243], [-35.110, 39.728, -5.202], [-33.650, 39.662, -6.111], [-41.882, 35.828, -2.159], [-42.081, 36.301, -3.583], [-43.389, 37.102, -3.638], [-43.079, 38.046, -4.614], [-41.669, 38.230, -4.641], [-41.161, 39.144, -5.254], [-41.123, 37.300, -3.862], [-41.980, 36.673, -1.478], [-40.899, 35.394, -1.976], [-42.643, 35.067, -1.987], [-42.084, 35.450, -4.264], [-43.587, 37.688, -2.740], [-44.237, 36.511, -3.985], [-27.424, 42.532, -7.155], [-28.150, 42.988, -8.262], [-28.984, 42.204, -8.967], [-29.228, 41.081, -8.640], [-29.353, 42.833, -10.088], [-30.431, 42.367, -10.908], [-26.465, 42.078, -7.405], [-27.900, 41.647, -6.734], [-27.316, 43.323, -6.413], [-30.306, 41.291, -11.027], [-30.494, 42.854, -11.881], [-31.382, 42.544, -10.406]], "lowdin_charge": [0.08, -0.47, 0.06, -0.09, -0.33, 0.10, 0.18, 0.15, 0.15, 0.18, 0.16, -0.62, 0.09, -0.06, -0.29, 0.08, 0.18, 0.15, 0.15, 0.17, 0.14, -0.50, 0.10, -0.11, -0.35, 0.06, 0.17, 0.15, 0.16, 0.17, -0.04, -0.31, -0.06, 0.05, -0.49, 0.14, 0.06, 0.09, 0.09, 0.09, 0.14, 0.12, 0.13, 0.00, -0.35, -0.12, 0.10, -0.57, 0.13, 0.11, 0.08, 0.08, 0.09, 0.15, 0.14, 0.14, -0.01, -0.24, -0.12, 0.06, -0.43, 0.08, 0.02, 0.08, 0.08, 0.08, 0.15, 0.14, 0.13, -0.02, -0.28, -0.11, 0.10, -0.60, 0.14, 0.09, 0.08, 0.08, 0.09, 0.16, 0.13, 0.14, -0.01, -0.30, -0.06, 0.10, -0.59, 0.10, 0.07, 0.09, 0.08, 0.09, 0.15, 0.14, 0.14, -0.03, -0.33, -0.13, 0.02, -0.49, 0.15, 0.10, 0.09, 0.09, 0.09, 0.16, 0.14, 0.14, -0.06, 0.00, -0.59, 0.13, 0.00, -0.03, 0.09, 0.09, 0.10, 0.09, 0.09, 0.09]}

4.
{"formula": "C9H20BrN5O4P", "method": "ωB97M-V with the def2-TZVPD basis set", "orbital_gap_ev": 6.30, "lumo_ev": -5.32, "total_charge": 1, "e_tot_ev": -104613.641, "homo_ha": -0.427, "species": ["C", "C", "O", "C", "C", "O", "C", "C", "O", "C", "N", "N", "N", "C", "C", "N", "N", "P", "O", "Br", "H", "H", "H", "H", "H", "H", "H", "H", "H", "H", "H", "H", "H", "H", "H", "H", "H", "H", "H", "H"], "positions_angstrom": [[-0.155, -4.668, 3.441], [-0.824, -3.832, 2.195], [-0.003, -3.773, 0.976], [-0.797, -3.975, -0.246], [-1.320, -2.554, -0.941], [-2.122, -1.809, 0.048], [-2.807, -0.652, -0.566], [-1.691, 0.591, -0.638], [-1.343, 1.086, 0.702], [0.089, 0.938, 1.004], [1.024, 1.594, 0.005], [1.809, 0.687, -0.741], [2.656, 1.322, -1.675], [2.266, 2.768, -1.421], [2.841, 4.089, -2.209], [3.550, 3.584, -3.463], [1.239, 2.923, -0.322], [0.462, 4.350, 0.415], [-1.255, 4.123, 0.669], [1.447, 4.589, 2.492], [0.142, -5.733, 3.048], [-0.963, -4.715, 4.296], [0.754, -4.031, 3.841], [-1.916, -4.227, 2.025], [-0.942, -2.708, 2.576], [-1.758, -4.631, -0.111], [-0.095, -4.508, -1.037], [-0.359, -1.974, -1.295], [-1.985, -2.809, -1.881], [-3.182, -0.945, -1.655], [-3.719, -0.347, 0.128], [-2.271, 1.473, -1.196], [-0.797, 0.167, -1.263], [0.268, 1.508, 2.037], [0.371, -0.197, 1.242], [3.523, 4.725, -1.501], [1.889, 4.762, -2.459], [3.018, 3.923, -4.317], [4.514, 3.983, -3.431], [-1.559, 4.903, 1.225]], "lowdin_charge": [-0.10, -0.27, -0.21, -0.16, -0.17, -0.23, -0.14, -0.16, -0.17, -0.11, -0.12, 0.12, 0.15, -0.06, -0.20, -0.02, -0.20, 0.67, -0.36, 0.26, 0.09, 0.09, 0.08, 0.13, 0.12, 0.13, 0.14, 0.12, 0.14, 0.14, 0.15, 0.15, 0.11, 0.15, 0.19, 0.14, 0.13, 0.10, 0.09, 0.08]}

5.
{"formula": "C8H5Cl2N", "method": "ωB97M-V with the def2-TZVPD basis set", "orbital_gap_ev": 9.80, "lumo_ev": -0.16, "total_charge": 0, "e_tot_ev": -34908.929, "de_lowest_kcal_mol": 15.0, "homo_ha": -0.366, "species": ["C", "C", "C", "C", "C", "C", "C", "C", "N", "Cl", "Cl", "H", "H", "H", "H", "H"], "positions_angstrom": [[-2.596, 0.736, -1.463], [2.253, -0.158, 0.064], [1.562, 0.103, -1.061], [1.671, -0.223, 1.355], [0.195, 0.224, -0.918], [0.278, -0.352, 1.363], [-0.504, -0.059, 0.249], [-1.965, -0.048, 0.199], [-2.881, 1.223, -2.406], [-2.550, -1.701, 0.163], [-2.606, 0.795, 1.610], [3.379, -0.275, 0.096], [2.004, 0.177, -2.065], [2.302, -0.369, 2.134], [-0.465, 0.428, -1.743], [-0.079, -0.503, 2.424]], "lowdin_charge": [-0.18, -0.09, -0.08, -0.04, -0.05, -0.06, -0.40, -1.06, 0.09, 0.67, 0.67, 0.13, 0.12, 0.07, 0.08, 0.13]}